DFT (the ωB97M-V functional and the def2-TZVPD basis) results for a cluster of 2 separate species, C4H11N3 in total.

Its highest occupied orbital energy is -8.11 eV. The LUMO energy is 0.95 eV.

Cartesian coordinates (Å):
H: 2.291 -3.682 1.536
N: 1.568 -3.109 1.113
C: 1.277 -2.147 1.890
N: 0.379 -1.179 1.526
H: 1.740 -1.987 2.867
H: -0.197 -1.424 0.733
H: -0.079 -0.642 2.243
C: -1.549 -0.178 -2.107
C: -0.720 0.504 -1.320
N: -0.985 1.731 -0.722
C: 0.152 2.510 -0.259
H: -2.523 0.215 -2.369
H: -1.262 -1.143 -2.493
H: 0.254 0.106 -1.058
H: -1.675 2.277 -1.218
H: -0.214 3.418 0.214
H: 0.703 1.935 0.485
H: 0.842 2.798 -1.061



DFT (the ωB97M-V functional and the def2-TZVPD basis) results for an isolated molecule of C5H3N at a distorted geometry.

Its highest occupied orbital energy is -9.19 eV. The LUMO energy is -0.59 eV.

Cartesian coordinates (Å):
C: 0.052 -1.485 -0.034
C: 1.232 -0.902 0.064
C: -1.199 0.917 -0.008
C: 1.156 0.503 0.076
C: -2.153 0.156 0.049
N: 0.062 1.233 0.035
H: 2.103 -1.586 -0.107
H: 1.929 1.229 -0.133
H: -3.183 -0.065 0.057



DFT (the ωB97M-V functional and the def2-TZVPD basis) results for a structure of composition C53H48N7PPt.

The expectation value of S² is 6.07. Its highest occupied orbital energy (spin up / spin down) is -16.77 / -16.78 eV. As for the total charge: +4. The LUMO energy (spin up / spin down) is -9.73 / -13.01 eV. The multiplicity is 5.

Cartesian coordinates (Å):
Pt: 0.111 0.063 -0.367
C: 1.908 -5.042 1.016
N: 2.123 -3.612 0.716
C: 1.154 -2.642 0.677
N: 1.650 -1.487 0.306
C: 3.021 -1.657 0.153
C: 3.310 -3.051 0.364
C: 4.524 -3.828 0.210
C: 4.980 -4.671 1.236
C: 6.137 -5.405 1.057
C: 6.826 -5.331 -0.151
C: 6.375 -4.506 -1.177
C: 5.242 -3.738 -0.994
C: 3.949 -0.602 -0.004
C: 3.511 0.735 -0.227
C: 4.410 1.751 -0.385
C: 5.792 1.487 -0.309
C: 6.251 0.196 -0.050
C: 5.354 -0.830 0.115
P: -0.597 -3.005 1.154
C: -0.912 -1.409 2.048
N: -0.651 -0.184 1.613
C: -1.100 0.703 2.559
C: -1.623 -0.050 3.648
N: -1.499 -1.365 3.277
C: -1.874 -2.533 4.096
C: -2.110 0.409 4.918
C: -3.256 -0.150 5.525
C: -3.691 0.335 6.735
C: -2.976 1.352 7.382
C: -1.839 1.906 6.801
C: -1.415 1.458 5.568
C: -1.116 2.116 2.401
C: -2.151 2.894 2.989
C: -2.166 4.265 2.842
C: -1.163 4.892 2.114
C: -0.141 4.138 1.510
C: -0.125 2.774 1.638
C: -1.444 -2.570 -0.358
N: -1.373 -1.356 -0.886
C: -2.271 -1.252 -1.898
C: -2.894 -2.482 -2.034
N: -2.372 -3.284 -1.046
C: -2.818 -4.649 -0.729
C: -3.963 -2.902 -2.952
C: -5.085 -2.089 -3.096
C: -6.097 -2.455 -3.969
C: -5.989 -3.628 -4.706
C: -4.870 -4.436 -4.572
C: -3.855 -4.073 -3.699
C: -2.421 0.038 -2.581
C: -2.330 1.203 -1.812
C: -2.397 2.454 -2.412
C: -2.591 2.547 -3.783
C: -2.718 1.389 -4.544
C: -2.627 0.136 -3.950
H: 0.887 -5.314 0.765
H: 2.593 -5.627 0.410
H: 2.090 -5.241 2.068
H: 4.453 -4.722 2.181
H: 6.506 -6.035 1.854
H: 7.722 -5.923 -0.292
H: 6.913 -4.463 -2.114
H: 4.883 -3.093 -1.788
H: 2.453 0.957 -0.286
H: 4.066 2.760 -0.566
H: 6.500 2.299 -0.424
H: 7.311 0.006 0.048
H: 5.729 -1.808 0.379
H: -1.764 -2.272 5.144
H: -2.902 -2.823 3.896
H: -1.210 -3.360 3.865
H: -3.829 -0.915 5.016
H: -4.590 -0.064 7.187
H: -3.315 1.712 8.345
H: -1.290 2.683 7.315
H: -0.524 1.873 5.115
H: -2.974 2.408 3.493
H: -2.970 4.845 3.274
H: -1.172 5.969 2.001
H: 0.641 4.642 0.958
H: 0.700 2.211 1.212
H: -3.858 -4.749 -1.022
H: -2.222 -5.381 -1.267
H: -2.730 -4.817 0.342
H: -5.175 -1.180 -2.512
H: -6.975 -1.831 -4.069
H: -6.780 -3.912 -5.388
H: -4.784 -5.346 -5.151
H: -2.972 -4.698 -3.622
H: -2.319 1.134 -0.726
H: -2.348 3.351 -1.808
H: -2.680 3.517 -4.254
H: -2.904 1.462 -5.609
H: -2.723 -0.760 -4.552
C: 3.400 0.784 -4.505
C: 1.901 1.125 -4.553
C: 1.685 2.633 -4.769
C: 1.188 0.306 -5.640
C: 1.322 0.771 -3.241
N: 0.886 0.519 -2.211
H: 3.860 1.143 -5.426
H: 3.559 -0.293 -4.443
H: 3.897 1.273 -3.666
H: 2.132 2.904 -5.725
H: 2.163 3.225 -3.988
H: 0.623 2.879 -4.804
H: 1.664 0.531 -6.595
H: 0.136 0.574 -5.708
H: 1.274 -0.766 -5.460



DFT (the ωB97M-V functional and the def2-TZVPD basis) results for a cluster of 15 separate species, C4H37NO14 in total at a distorted geometry.

Its highest occupied orbital energy is -7.70 eV. The LUMO energy is 0.09 eV.

Cartesian coordinates (Å):
C: -2.969 1.072 -3.197
C: -3.072 -0.417 -3.550
C: -1.741 -1.073 -3.196
C: -0.996 -1.741 -4.084
N: -1.364 -0.994 -1.853
H: -3.178 1.291 -2.150
H: -1.940 1.350 -3.418
H: -3.696 1.636 -3.778
H: -3.845 -1.008 -3.058
H: -3.082 -0.572 -4.629
H: -1.409 -1.770 -5.083
H: -0.014 -2.157 -3.950
H: -2.044 -0.605 -1.218
H: -0.400 -0.906 -1.593
H: 3.494 -1.965 -0.635
H: 4.561 -2.151 0.363
O: 4.049 -1.441 -0.041
H: -2.825 -2.078 1.890
H: -2.879 -3.238 2.823
O: -2.495 -2.380 2.746
H: 4.463 2.457 2.307
H: 3.743 1.150 1.690
O: 3.942 1.674 2.489
H: -4.389 0.025 3.037
H: -2.951 -0.255 3.465
O: -3.492 0.333 2.926
H: 2.745 3.528 2.050
H: 2.606 3.884 3.457
O: 2.589 4.320 2.591
H: 0.389 2.845 -0.315
H: 0.360 1.783 -1.367
O: 0.758 2.636 -1.200
H: 0.071 2.013 1.818
H: 0.926 3.328 2.128
O: 0.337 2.890 1.500
H: 2.791 0.850 3.974
H: 2.694 -0.609 3.431
O: 2.189 0.120 3.799
H: 2.801 0.294 -0.497
H: 2.211 1.770 -0.023
O: 2.859 1.064 0.062
H: -0.742 0.562 3.386
H: 0.713 0.164 2.925
O: -0.169 0.448 2.629
H: 2.538 -0.574 -3.271
H: 1.817 -1.513 -2.230
O: 1.693 -0.826 -2.894
H: -1.577 -3.228 -1.164
H: -1.192 -4.735 -0.977
O: -1.142 -3.864 -0.576
H: -2.717 0.718 1.396
H: -1.804 1.601 0.656
O: -2.339 0.818 0.495
H: 1.053 -1.367 0.154
H: 0.728 -2.941 -0.042
O: 1.341 -2.212 -0.200



DFT (the ωB97M-V functional and the def2-TZVPD basis) results for a cluster of 3 separate species, C18H26F13NO7S2 in total.

Its highest occupied orbital energy is -9.87 eV. The LUMO energy is 0.35 eV.

Cartesian coordinates (Å):
O: 7.045 0.270 0.306
C: 6.358 0.323 -0.676
C: 6.530 -0.449 -1.970
C: 5.060 -0.812 -2.268
C: 4.600 -1.957 -1.356
C: 3.348 -2.706 -1.819
C: 2.081 -1.893 -1.767
F: 1.963 -1.101 -2.865
F: 2.060 -1.069 -0.688
C: 0.808 -2.772 -1.689
F: 0.778 -3.376 -0.488
F: 0.934 -3.722 -2.639
C: -0.607 -2.157 -1.936
F: -0.641 -1.653 -3.181
F: -1.454 -3.194 -1.876
C: -1.129 -1.064 -0.933
F: -0.351 -1.064 0.165
F: -2.377 -1.366 -0.549
C: -1.139 0.394 -1.481
F: -1.434 1.175 -0.440
F: 0.097 0.699 -1.897
C: -2.168 0.699 -2.642
F: -2.979 1.695 -2.276
F: -2.926 -0.366 -2.921
F: -1.519 1.059 -3.744
C: 4.438 0.564 -1.960
N: 5.172 1.059 -0.779
H: 6.890 0.232 -2.748
H: 7.219 -1.281 -1.841
H: 4.901 -1.088 -3.314
H: 5.403 -2.700 -1.334
H: 4.483 -1.616 -0.324
H: 3.475 -3.017 -2.858
H: 3.203 -3.606 -1.217
H: 4.662 1.224 -2.805
H: 3.362 0.603 -1.813
H: 4.663 1.024 0.096
C: 2.338 -2.725 6.676
C: 0.959 -2.262 6.264
O: 0.784 -2.254 4.823
S: 0.522 -3.650 4.116
C: -0.062 -3.024 2.582
O: -0.530 -4.330 4.810
O: 1.765 -4.327 3.904
H: 2.492 -3.778 6.448
H: 2.456 -2.581 7.751
H: 3.106 -2.149 6.160
H: 0.173 -2.876 6.704
H: 0.785 -1.228 6.551
H: -0.990 -2.485 2.752
H: -0.227 -3.886 1.939
H: 0.703 -2.376 2.163
C: -7.811 5.699 0.872
C: -6.447 5.054 0.761
O: -6.214 4.469 -0.546
S: -5.837 5.460 -1.728
C: -5.219 4.254 -2.846
O: -4.776 6.316 -1.290
O: -7.025 6.045 -2.267
H: -7.889 6.580 0.238
H: -7.981 5.998 1.906
H: -8.591 4.997 0.577
H: -5.643 5.760 0.972
H: -6.350 4.212 1.442
H: -4.336 3.796 -2.412
H: -4.968 4.781 -3.764
H: -5.999 3.519 -3.030



DFT (the ωB97M-V functional and the def2-TZVPD basis) results for a cluster of 5 separate species, C5H21NO4 in total at a distorted geometry.

Its highest occupied orbital energy is -8.83 eV. The LUMO energy is 0.67 eV.

Cartesian coordinates (Å):
C: -0.845 0.766 -1.932
N: 0.323 1.325 -1.266
C: 0.663 0.709 0.007
C: 0.143 1.324 1.303
C: 0.650 0.579 2.539
C: -1.414 1.309 1.383
H: -1.323 1.539 -2.529
H: -0.488 0.104 -2.742
H: -1.481 0.110 -1.346
H: 0.427 2.313 -1.204
H: 0.211 -0.294 0.055
H: 1.729 0.451 0.076
H: 0.482 2.355 1.433
H: 1.650 0.179 2.260
H: 0.952 1.217 3.362
H: 0.090 -0.300 2.842
H: -1.716 0.272 1.559
H: -1.688 1.988 2.186
H: -1.987 1.616 0.503
O: 1.475 -2.240 -1.058
H: 2.071 -1.630 -0.604
H: 1.853 -2.305 -1.934
O: 3.135 0.133 -1.928
H: 2.391 0.553 -1.506
H: 3.414 0.833 -2.546
O: -0.583 -2.798 0.708
H: -0.168 -2.658 -0.173
H: -0.172 -3.541 1.173
O: -3.382 -1.284 -0.612
H: -2.855 -0.678 -0.091
H: -3.557 -1.948 0.083



DFT (the ωB97M-V functional and the def2-TZVPD basis) results for a cluster of 12 separate species, C24H67F3O14S11 in total at a distorted geometry.

Its highest occupied orbital energy is -2.47 eV. As for the total charge: -2. The LUMO energy is 3.35 eV.

Cartesian coordinates (Å):
C: -3.794 -0.750 5.147
F: -4.855 -0.540 5.784
F: -2.803 -0.776 6.013
F: -3.947 -2.001 4.622
S: -3.576 0.517 3.894
O: -4.250 -0.061 2.711
O: -4.147 1.634 4.511
O: -2.178 0.536 3.751
C: -0.545 1.051 0.425
C: 0.603 0.321 -0.150
C: 0.168 0.068 -1.616
O: 1.673 1.201 0.014
H: -0.408 1.179 1.538
H: -1.467 0.507 0.337
H: -0.587 2.059 0.003
H: 0.912 -0.591 0.403
H: -0.369 0.980 -1.996
H: -0.408 -0.868 -1.761
H: 0.980 -0.120 -2.358
C: -3.641 2.758 1.259
S: -4.810 3.876 2.085
O: -5.159 4.945 1.050
C: -6.148 2.760 2.353
H: -4.236 1.984 0.719
H: -3.159 2.165 2.028
H: -2.956 3.337 0.626
H: -6.904 3.181 3.009
H: -5.858 1.892 2.903
H: -6.453 2.352 1.368
C: 3.892 -0.867 -2.559
S: 4.364 0.570 -1.647
O: 5.834 0.547 -1.353
C: 3.967 1.900 -2.742
H: 2.931 -0.660 -2.914
H: 4.013 -1.827 -2.109
H: 4.652 -0.931 -3.255
H: 4.205 2.877 -2.354
H: 3.000 1.763 -3.182
H: 4.546 1.656 -3.631
C: 1.437 -0.040 3.539
S: 1.390 -1.856 3.497
O: 2.781 -2.389 3.570
C: 0.464 -2.016 5.046
H: 1.659 0.336 2.529
H: 2.133 0.411 4.240
H: 0.546 0.401 3.843
H: 1.186 -1.670 5.798
H: 0.278 -3.036 5.125
H: -0.561 -1.613 5.129
C: -0.739 1.343 -5.017
S: -0.419 3.109 -4.903
O: -1.742 3.934 -5.014
C: 0.298 3.287 -3.312
H: 0.130 0.698 -4.626
H: -0.973 1.016 -6.032
H: -1.658 1.229 -4.464
H: -0.430 2.999 -2.577
H: 0.836 4.175 -3.128
H: 0.952 2.460 -3.251
C: 4.662 -0.220 1.873
S: 4.554 1.166 2.958
O: 5.893 1.278 3.694
C: 4.576 2.368 1.586
H: 4.439 -1.103 2.411
H: 5.500 -0.383 1.272
H: 3.778 -0.157 1.267
H: 5.473 2.434 0.921
H: 4.465 3.372 2.005
H: 3.625 2.348 1.038
C: -1.180 -3.505 -0.513
S: -1.697 -3.721 1.231
O: -0.387 -4.038 1.978
C: -2.005 -2.065 1.629
H: -0.942 -4.355 -1.042
H: -0.430 -2.791 -0.519
H: -2.121 -3.135 -0.832
H: -3.066 -1.732 1.385
H: -1.311 -1.322 1.124
H: -1.979 -2.050 2.700
C: 1.193 -3.067 -3.643
S: -0.283 -2.777 -4.500
O: 0.129 -2.755 -5.996
C: -1.308 -4.175 -4.069
H: 1.702 -3.959 -4.082
H: 1.036 -3.133 -2.551
H: 1.812 -2.170 -3.943
H: -2.057 -3.691 -3.463
H: -0.671 -4.882 -3.499
H: -1.661 -4.596 -4.975
C: 2.858 -2.857 0.247
S: 2.147 -4.458 0.428
O: 2.255 -5.228 -0.907
C: 3.403 -5.220 1.372
H: 2.231 -2.342 -0.513
H: 4.007 -2.792 0.008
H: 2.695 -2.275 1.087
H: 3.414 -4.584 2.224
H: 4.340 -5.396 0.801
H: 2.950 -6.115 1.714
C: -3.792 0.946 -2.594
S: -4.191 -0.679 -3.159
O: -2.939 -1.289 -3.805
C: -4.178 -1.283 -1.582
H: -2.837 0.927 -2.110
H: -4.586 1.287 -1.913
H: -3.696 1.487 -3.515
H: -3.340 -0.784 -1.104
H: -3.846 -2.363 -1.702
H: -5.202 -1.215 -1.131
C: 1.186 4.332 -0.346
S: 1.046 3.781 1.386
O: 2.222 4.487 2.059
C: -0.355 4.820 1.685
H: 0.826 5.314 -0.542
H: 0.520 3.800 -0.905
H: 2.154 4.161 -0.798
H: -1.154 4.302 1.272
H: -0.134 5.892 1.270
H: -0.447 4.714 2.725



DFT (the ωB97M-V functional and the def2-TZVPD basis) results for a structure of composition C6H12O3 at a distorted geometry.

Its highest occupied orbital energy (spin up / spin down) is -8.32 / -8.32 eV. The LUMO energy (spin up / spin down) is -0.69 / -0.69 eV.

Cartesian coordinates (Å):
C: -1.840 0.419 0.165
C: -1.997 -0.719 -0.695
C: -0.687 0.150 1.500
O: -0.435 1.083 2.220
H: -0.869 -0.875 1.901
H: -1.458 1.334 -0.279
H: -2.656 0.583 0.866
H: -0.711 -1.182 -0.700
H: -2.671 -1.499 -0.359
H: -2.007 -0.538 -1.766
C: 1.101 0.981 -1.833
C: 1.900 -0.497 1.358
C: 0.931 -0.258 0.220
O: 1.209 0.923 -0.412
O: 0.522 -1.268 -0.450
H: 1.766 0.247 -2.292
H: 1.390 1.991 -2.119
H: 0.082 0.791 -2.179
H: 2.861 -0.768 0.916
H: 2.010 0.413 1.942
H: 1.560 -1.311 1.994